(1)
{
  "formula": "C3H9ClOSi",
  "method": "ωB97M-V/def2-TZVPD",
  "symbols": ["C", "C", "C", "O", "Si", "Cl", "H", "H", "H", "H", "H", "H", "H", "H", "H"],
  "positions_angstrom": [[2.2230, -0.8069, -1.1325], [-0.1869, 0.5357, -0.3455], [-1.7573, 0.3205, -0.4459], [0.3537, -1.9294, 1.2691], [0.7185, -0.9348, 0.1929], [-1.3533, -4.4279, -0.1832], [3.0359, -1.6093, -1.1772], [1.6784, -1.0164, -2.0342], [2.6678, 0.1651, -0.8638], [0.0146, 1.3498, 0.3842], [-0.5336, -3.6337, 0.5453], [0.0723, 0.9216, -1.3646], [-2.3511, 1.1501, -0.7254], [-1.8392, -0.4251, -1.1169], [-2.2886, -0.1196, 0.3609]],
  "forces_ev_per_a": [[0.4, -2.4, 2.5], [-2.6, 1.9, 0.0], [1.6, 0.9, 1.7], [-0.3, -0.6, 0.4], [2.4, 0.2, -2.2], [1.0, 0.9, 0.8], [-1.0, 1.1, 0.7], [-0.2, 1.1, -0.8], [-0.3, -0.2, -1.0], [0.1, -0.3, -0.4], [-0.9, -0.7, -0.7], [0.4, -0.5, 1.0], [-0.1, 1.1, -0.6], [-0.7, -2.3, -3.0], [0.2, -0.2, 1.6]],
  "homo_ha": -0.381,
  "de_lowest_kj_mol": 339.8,
  "smiles": "CC[Si](C)=O.Cl",
  "e_lumo_ha": 0.00724,
  "gap_ev": 10.560,
  "energy_ha": -944.61454
}

---

(2)
{
  "formula": "C3H9F2NSi",
  "method": "ωB97M-V/def2-TZVPD",
  "symbols": ["C", "C", "C", "N", "F", "F", "Si", "H", "H", "H", "H", "H", "H", "H", "H", "H"],
  "positions_angstrom": [[0.2308, 1.7564, 1.4539], [1.1431, 0.2202, -0.2094], [-2.0136, -1.6674, 0.5264], [-0.0412, 0.6016, 0.5380], [-2.6230, 1.1671, 0.7241], [-1.8005, 0.1825, -1.5468], [-1.5764, 0.1232, 0.0346], [1.3679, 1.7645, 1.5295], [-0.1881, 2.7012, 0.9214], [-0.1888, 1.6962, 2.4745], [1.0438, -0.8531, -0.4715], [1.2161, 1.0137, -1.1255], [2.0005, 0.5261, 0.4487], [-3.0797, -1.7309, 0.6162], [-1.8271, -2.3618, -0.1938], [-1.7339, -1.9151, 1.5334]],
  "forces_ev_per_a": [[0.1, 0.8, -1.6], [0.0, 2.4, -1.2], [-1.0, 3.2, 1.4], [0.1, 0.7, 1.4], [0.6, -0.7, -0.5], [0.1, 0.2, 0.0], [-1.0, -0.9, 1.1], [-1.6, 0.6, 0.2], [1.1, -1.2, 1.3], [0.0, -0.3, -0.6], [0.7, 0.8, -0.3], [0.2, -2.4, 1.4], [-0.4, -1.2, -0.9], [-1.0, 0.3, -0.1], [1.2, -2.1, -1.8], [0.9, -0.3, 0.2]],
  "homo_ha": -0.331,
  "de_lowest_kj_mol": 0.0,
  "smiles": "CN(C)[Si](C)(F)F",
  "e_lumo_ha": 0.03099,
  "gap_ev": 9.837,
  "energy_ha": -663.81661
}

---

What did the first record say?
{
  "formula": "C3H9ClOSi",
  "method": "ωB97M-V/def2-TZVPD",
  "symbols": ["C", "C", "C", "O", "Si", "Cl", "H", "H", "H", "H", "H", "H", "H", "H", "H"],
  "positions_angstrom": [[2.2230, -0.8069, -1.1325], [-0.1869, 0.5357, -0.3455], [-1.7573, 0.3205, -0.4459], [0.3537, -1.9294, 1.2691], [0.7185, -0.9348, 0.1929], [-1.3533, -4.4279, -0.1832], [3.0359, -1.6093, -1.1772], [1.6784, -1.0164, -2.0342], [2.6678, 0.1651, -0.8638], [0.0146, 1.3498, 0.3842], [-0.5336, -3.6337, 0.5453], [0.0723, 0.9216, -1.3646], [-2.3511, 1.1501, -0.7254], [-1.8392, -0.4251, -1.1169], [-2.2886, -0.1196, 0.3609]],
  "forces_ev_per_a": [[0.4, -2.4, 2.5], [-2.6, 1.9, 0.0], [1.6, 0.9, 1.7], [-0.3, -0.6, 0.4], [2.4, 0.2, -2.2], [1.0, 0.9, 0.8], [-1.0, 1.1, 0.7], [-0.2, 1.1, -0.8], [-0.3, -0.2, -1.0], [0.1, -0.3, -0.4], [-0.9, -0.7, -0.7], [0.4, -0.5, 1.0], [-0.1, 1.1, -0.6], [-0.7, -2.3, -3.0], [0.2, -0.2, 1.6]],
  "homo_ha": -0.381,
  "de_lowest_kj_mol": 339.8,
  "smiles": "CC[Si](C)=O.Cl",
  "e_lumo_ha": 0.00724,
  "gap_ev": 10.560,
  "energy_ha": -944.61454
}

---

- Which formula does entry 2 have?
  C3H9F2NSi